No. 1
C4H5NO2 | ωB97M-V with the def2-TZVPD basis set

Results
* total charge: 0
* energy relative to the best compared isomer or geometry (same formula, charge and spin): 88.12 kcal/mol
* calculated total energy: -9810.4937 eV
* multiplicity: 1
* largest force on an atom: 0.495 eV Å⁻¹
* HOMO: -9.14 eV
* orbital gap: 0.3566 Eh

```
12
Properties=species:S:1:pos:R:3:forces:R:3:mulliken_charge:R:1
O -0.866274 0.078700 -2.327666 -0.05 0.27 0.18 -0.31
C -0.554492 0.406751 -1.093538 0.13 -0.28 -0.04 -0.88
C 0.264269 -0.653488 -0.482714 -0.20 0.04 -0.25 0.56
C 1.340079 -0.015227 0.380444 0.25 0.15 0.11 -0.49
N 0.200951 -0.621409 0.971509 0.00 0.03 0.14 -0.25
C -0.778794 0.176599 1.586710 0.02 0.29 0.25 0.16
O -0.532771 1.077685 2.346120 -0.07 -0.41 -0.27 -0.50
H -1.385402 0.824829 -2.661753 0.03 -0.21 -0.23 0.44
H 0.444686 -1.625366 -0.946895 -0.06 0.21 0.04 0.38
H 1.384560 1.072480 0.385555 -0.02 -0.18 0.04 0.30
H 2.283710 -0.543702 0.477538 -0.16 0.04 -0.04 0.24
H -1.800521 -0.177852 1.364691 0.13 0.05 0.06 0.35
```
Positions in Å, forces in eV/Å.

No. 2
C4H5NO2 | ωB97M-V with the def2-TZVPD basis set

Results
* total charge: 0
* energy relative to the best compared isomer or geometry (same formula, charge and spin): 174.16 kcal/mol
* calculated total energy: -9806.7625 eV
* multiplicity: 1
* largest force on an atom: 6.880 eV Å⁻¹
* HOMO (alpha / beta): -7.78 / -7.78 eV
* orbital gap (alpha / beta): 0.2693 / 0.2693 Eh

```
12
Properties=species:S:1:pos:R:3:forces:R:3:mulliken_charge:R:1
C 0.407119 -0.948921 -1.451127 2.83 1.44 -2.95 0.03
C 0.959138 0.317061 -1.233460 1.91 0.35 -1.75 -0.35
C 0.416865 0.392467 0.932877 -0.72 -4.07 2.52 -0.05
C -0.783974 0.885737 1.560324 -1.66 -0.86 1.01 -0.75
N -0.231652 -1.422469 -0.490643 -2.87 0.97 6.17 0.15
O -0.698701 -2.507596 -0.207825 0.30 -0.77 -0.83 -0.59
O 0.834935 0.959356 -0.103115 0.65 1.62 -3.24 -0.15
H 0.582269 -1.518852 -2.342145 0.18 0.05 -0.71 0.44
H 1.746484 0.779555 -1.882430 -1.27 -0.42 0.40 0.36
H -0.529144 1.771666 2.131520 0.21 0.08 0.62 0.35
H -1.514723 1.266848 0.830536 -0.17 -0.41 0.12 0.30
H -1.188617 0.025148 2.255488 0.62 2.02 -1.38 0.26
```
Positions in Å, forces in eV/Å.

No. 3
C4H5NO2 | ωB97M-V with the def2-TZVPD basis set

Results
* total charge: 0
* energy relative to the best compared isomer or geometry (same formula, charge and spin): 80.06 kcal/mol
* calculated total energy: -9810.8429 eV
* multiplicity: 1
* largest force on an atom: 1.537 eV Å⁻¹
* HOMO: -9.95 eV
* orbital gap: 0.3511 Eh

```
12
Properties=species:S:1:pos:R:3:forces:R:3:mulliken_charge:R:1
O 2.611955 -0.435607 -0.689227 -0.73 0.18 0.13 -0.47
C 1.435793 -0.202760 -0.832672 0.04 -0.17 0.28 0.00
C 0.631753 0.446942 0.279742 -0.15 0.14 0.37 -0.07
C -0.584619 1.173583 0.028194 0.09 0.65 -0.32 -0.30
N -1.082094 0.138799 0.924744 1.45 -0.49 -0.04 -0.44
C -1.161009 -1.159939 0.543774 0.35 -0.52 -0.43 0.18
O -0.301171 -1.771128 -0.072080 -0.66 -0.65 -0.16 -0.52
H 0.948247 -0.318779 -1.819894 -0.10 0.01 0.28 0.31
H 1.176031 0.549927 1.206944 -0.01 0.36 -0.02 0.39
H -0.945067 1.142236 -1.000989 0.00 0.04 0.07 0.26
H -0.685158 2.133552 0.512525 -0.21 0.22 -0.17 0.25
H -2.044666 -1.696828 0.918934 -0.07 0.23 0.00 0.40
```
Positions in Å, forces in eV/Å.

No. 4
C4H5NO2 | ωB97M-V with the def2-TZVPD basis set

Results
* total charge: 0
* energy relative to the best compared isomer or geometry (same formula, charge and spin): 109.68 kcal/mol
* calculated total energy: -9809.5586 eV
* multiplicity: 1
* largest force on an atom: 0.584 eV Å⁻¹
* HOMO: -9.00 eV
* orbital gap: 0.3257 Eh

```
12
Properties=species:S:1:pos:R:3:forces:R:3:mulliken_charge:R:1
O -2.028543 -1.441839 0.869947 0.35 0.20 -0.12 -0.52
C -1.115831 -0.730877 0.559400 -0.18 -0.23 0.08 0.19
N -1.069569 0.057309 -0.633121 -0.12 0.24 0.02 0.05
C -0.041916 0.892770 -0.783910 -0.30 0.01 0.38 -0.47
C 0.877176 0.517030 0.371932 0.12 0.22 -0.14 -0.02
O 0.247144 1.003572 1.547177 -0.06 0.14 0.33 -0.40
C 0.168103 -0.394960 1.270601 -0.06 -0.31 0.05 0.02
H -1.903042 0.129963 -1.204782 0.01 0.02 0.14 0.22
H 0.929744 0.520491 -2.098218 0.18 0.04 -0.35 -0.08
H 1.373815 -0.082635 -2.217224 0.38 -0.38 -0.24 0.13
H 1.961055 0.601683 0.322515 -0.28 0.01 -0.06 0.43
H 0.601865 -1.072507 1.995683 -0.04 0.05 -0.10 0.44
```
Positions in Å, forces in eV/Å.

No. 5
C4H5NO2 | ωB97M-V with the def2-TZVPD basis set

Results
* total charge: 0
* energy relative to the best compared isomer or geometry (same formula, charge and spin): 108.06 kcal/mol
* SMILES string: C#CC(=O)NOC
* calculated total energy: -9809.6289 eV
* multiplicity: 1
* largest force on an atom: 4.473 eV Å⁻¹
* HOMO: -9.76 eV
* orbital gap: 0.3881 Eh

```
12
Properties=species:S:1:pos:R:3:forces:R:3:mulliken_charge:R:1
C -2.139164 1.581306 -0.150650 0.36 -0.52 0.36 -0.19
C -1.643793 0.540403 0.117339 0.10 -0.24 -0.35 -0.19
C -1.252961 -0.822386 -0.049677 -0.86 -0.29 0.59 0.34
O -2.092289 -1.713150 0.044329 1.32 0.17 -0.09 -0.59
N 0.059024 -0.977905 -0.313828 -0.15 -4.39 0.87 -0.07
O 0.923584 -0.055372 -0.672930 0.76 2.23 -1.09 -0.28
C 1.942991 0.185813 0.321276 -1.09 1.11 -1.02 -0.49
H -2.618116 2.421342 -0.443300 -1.07 2.22 -0.46 0.45
H 0.434655 -1.949154 -0.282906 -0.60 0.95 -0.33 0.26
H 2.594693 -0.672777 0.226039 0.54 0.02 0.76 0.28
H 2.411124 1.141402 -0.055495 -0.24 -1.15 0.76 0.20
H 1.380252 0.320474 1.259806 0.92 -0.11 0.00 0.28
```
Positions in Å, forces in eV/Å.

No. 6
C4H5NO2 | ωB97M-V with the def2-TZVPD basis set

Results
* total charge: 0
* energy relative to the best compared isomer or geometry (same formula, charge and spin): 96.51 kcal/mol
* calculated total energy: -9810.1295 eV
* multiplicity: 1
* largest force on an atom: 3.401 eV Å⁻¹
* HOMO: -8.34 eV
* orbital gap: 0.3147 Eh

```
12
Properties=species:S:1:pos:R:3:forces:R:3:mulliken_charge:R:1
C 0.112832 1.489102 -0.324541 -0.14 0.17 0.07 -1.17
C -1.412107 -0.325164 -1.027102 0.65 -0.49 0.13 0.22
C -0.187626 0.028593 -0.521083 -1.36 1.68 -1.19 0.68
C 0.265332 -1.292361 0.702913 2.98 -1.38 -0.88 0.03
N 0.995978 -1.249893 1.732433 -1.33 0.99 -0.34 -0.61
O -2.420954 -0.835767 -1.279071 0.21 0.42 0.19 -0.34
O 0.863250 -0.838207 -0.741302 -1.36 -1.18 2.40 -0.42
H 1.719002 -0.534103 1.711450 0.23 -0.34 -0.22 0.26
H -0.531309 -2.022104 0.583919 0.08 0.22 -0.22 0.38
H 0.176748 1.991696 -1.292072 0.11 0.06 0.10 0.32
H 1.074697 1.605724 0.178841 -0.12 -0.14 0.02 0.32
H -0.655842 1.982486 0.275615 0.05 -0.01 -0.06 0.32
```
Positions in Å, forces in eV/Å.

No. 7
C4H5NO2 | ωB97M-V with the def2-TZVPD basis set

Results
* total charge: 0
* energy relative to the best compared isomer or geometry (same formula, charge and spin): 93.07 kcal/mol
* calculated total energy: -9810.2787 eV
* multiplicity: 1
* largest force on an atom: 5.455 eV Å⁻¹
* HOMO: -9.44 eV
* orbital gap: 0.3631 Eh

```
12
Properties=species:S:1:pos:R:3:forces:R:3:mulliken_charge:R:1
N 0.316102 1.239515 1.063242 4.73 -2.07 1.76 -0.70
C 0.023790 0.413173 -0.018866 -0.54 -1.82 0.42 0.68
C -1.253173 0.051659 -0.671147 -0.53 -0.10 -0.87 -0.61
C -0.671643 -0.971269 0.226419 0.21 1.81 0.77 -0.16
O 0.463849 -1.650659 -0.246888 1.74 -0.33 -1.15 -0.35
C 1.174910 -0.435289 -0.505609 -1.43 -1.89 -2.51 0.14
O 2.191950 -0.323083 -1.119461 -0.54 0.08 1.30 -0.52
H 0.921957 1.971805 0.729866 -0.16 1.05 -0.25 0.31
H 1.337434 0.500716 1.297834 -3.54 3.18 0.92 0.38
H -2.123959 0.549576 -0.253248 0.09 -0.02 -0.10 0.26
H -1.262774 -0.098636 -1.741552 -0.18 0.01 -0.14 0.25
H -1.118042 -1.303488 1.156279 0.14 0.09 -0.16 0.31
```
Positions in Å, forces in eV/Å.

No. 8
C4H5NO2 | ωB97M-V with the def2-TZVPD basis set

Results
* total charge: 0
* energy relative to the best compared isomer or geometry (same formula, charge and spin): 101.49 kcal/mol
* calculated total energy: -9809.9137 eV
* multiplicity: 1
* largest force on an atom: 0.704 eV Å⁻¹
* HOMO: -9.18 eV
* orbital gap: 0.3253 Eh

```
12
Properties=species:S:1:pos:R:3:forces:R:3:mulliken_charge:R:1
O 0.937228 2.501972 0.390841 -0.27 -0.65 0.00 -0.51
C 0.462175 1.401276 0.398600 0.15 0.48 -0.04 0.22
N 1.226234 0.181524 0.426611 0.04 -0.26 0.03 0.04
C 0.582879 -0.977919 0.353906 0.05 0.53 0.10 -0.57
C -0.876798 -0.532063 0.286615 -0.06 -0.22 -0.12 0.16
O -1.248119 0.121924 1.500174 -0.02 -0.01 0.13 -0.40
C -0.966468 0.929373 0.362602 -0.02 0.19 -0.12 -0.03
H 2.232363 0.243017 0.542530 -0.13 -0.02 0.01 0.20
H 0.636520 -2.117257 -1.674633 -0.02 -0.06 -0.14 -0.21
H 0.411445 -2.151131 -2.386632 0.01 0.00 0.01 0.22
H -1.636512 -1.156923 -0.173234 0.14 0.11 0.09 0.45
H -1.760943 1.556209 -0.027382 0.13 -0.09 0.04 0.43
```
Positions in Å, forces in eV/Å.

No. 9
C4H5NO2 | ωB97M-V with the def2-TZVPD basis set

Results
* total charge: 0
* energy relative to the best compared isomer or geometry (same formula, charge and spin): 30.08 kcal/mol
* SMILES string: O=C[C@H]1CN=CO1
* calculated total energy: -9813.0105 eV
* multiplicity: 1
* largest force on an atom: 0.641 eV Å⁻¹
* HOMO: -10.01 eV
* orbital gap: 0.3909 Eh

```
12
Properties=species:S:1:pos:R:3:forces:R:3:mulliken_charge:R:1
O -2.285203 0.665833 0.834972 0.18 -0.43 -0.44 -0.46
C -1.800730 -0.082704 0.020763 -0.17 0.29 0.28 -0.16
C -0.375795 0.079162 -0.462920 -0.03 0.22 0.05 0.31
C 0.540755 0.837742 0.498597 -0.02 0.17 0.08 -0.48
N 1.825625 0.127866 0.393451 -0.23 -0.43 -0.19 -0.50
C 1.552183 -0.964883 -0.180443 0.18 0.22 0.13 0.08
O 0.276838 -1.193735 -0.616924 0.11 -0.07 0.00 -0.38
H -2.389684 -0.895717 -0.446506 0.07 0.02 0.09 0.36
H -0.409444 0.544763 -1.459633 -0.05 0.02 0.12 0.23
H 0.637965 1.896690 0.255175 0.03 -0.16 0.01 0.33
H 0.174806 0.756900 1.528597 0.03 0.10 -0.12 0.27
H 2.252682 -1.771919 -0.365132 -0.12 0.05 0.00 0.39
```
Positions in Å, forces in eV/Å.

No. 10
C4H5NO2 | ωB97M-V with the def2-TZVPD basis set

Results
* total charge: 0
* energy relative to the best compared isomer or geometry (same formula, charge and spin): 38.56 kcal/mol
* calculated total energy: -9812.6428 eV
* multiplicity: 1
* largest force on an atom: 1.467 eV Å⁻¹
* HOMO: -10.07 eV
* orbital gap: 0.3572 Eh

```
12
Properties=species:S:1:pos:R:3:forces:R:3:mulliken_charge:R:1
C -1.542501 -0.333808 -0.691362 -0.11 -0.01 0.01 -1.20
C -0.107459 -0.026837 -0.346346 0.20 -0.32 0.00 0.88
C 0.253036 1.410831 -0.023272 0.41 0.25 0.12 -0.12
O 1.348030 1.752235 0.343208 -0.56 -0.10 -0.25 -0.41
C 1.973137 -0.354615 2.071770 1.42 -0.36 0.00 0.13
O 3.050423 -0.629647 1.836332 -1.19 0.33 0.36 -0.17
N 0.835964 -0.873755 -0.273934 -0.42 0.14 -0.15 -0.55
H -1.632448 -0.570685 -1.757330 0.02 0.06 0.14 0.30
H -1.886951 -1.203266 -0.122911 0.04 0.12 -0.09 0.32
H -2.210613 0.504974 -0.475527 0.10 -0.09 -0.02 0.35
H -0.573121 2.146537 -0.116565 0.07 -0.08 -0.01 0.27
H 0.492501 -1.821965 -0.444067 0.01 0.05 -0.11 0.20
```
Positions in Å, forces in eV/Å.